1.
The following is a DFT calculation (wB97M-V/def2-TZVPD) of a gas-phase ion, C7H9N4O (charge +1) at a distorted geometry.

HOMO-LUMO gap (spin up / spin down) (eV): 7.752 / 7.751
ΔE to the lowest compared entry with this formula, charge and spin (kJ/mol): 207.1
HOMO level (spin up / spin down) (Ha): -0.465 / -0.465
LUMO level (spin up / spin down) (eV): -4.909 / -4.910
SMILES: C=[NH+]/C=N\C1=NN(C)C(=O)C1=C
Charge: +1
Max |F| (eV Å⁻¹): 4.0
DFT total energy (Ha): -566.01321

Element x y z (Å)
C -2.347 -1.406 -0.054
C 1.212 -1.305 -0.016
C -0.122 -0.761 0.255
C 2.020 -0.054 -0.298
C 1.732 -2.521 0.052
C -2.174 1.069 -0.169
C 1.499 2.314 0.414
N -1.176 -1.555 0.324
N -0.076 0.542 0.490
N 1.100 1.019 0.045
N -2.733 -0.124 -0.504
O 3.114 0.051 -0.712
H -3.079 -2.278 -0.334
H 2.763 -2.739 -0.381
H 1.022 -3.272 0.529
H -1.855 1.339 0.907
H -2.214 1.918 -0.898
H 2.280 2.202 1.120
H 1.740 2.806 -0.436
H 0.628 2.780 0.985
H -3.333 -0.025 -1.319



2.
The following is a DFT calculation (wB97M-V/def2-TZVPD) of a single C7H9N5 molecule at a distorted geometry.

HOMO-LUMO gap (eV): 8.963
ΔE to the lowest compared entry with this formula, charge and spin (kJ/mol): 293.4
HOMO level (Ha): -0.299
LUMO level (eV): 0.834
SMILES: CCNc1ncnc2[nH]cnc12
Max |F| (eV Å⁻¹): 5.8
DFT total energy (Ha): -545.81823

Element x y z (Å)
C -1.692 -2.998 -0.308
C -0.407 -2.405 0.330
C 0.244 -0.178 0.188
C 0.979 0.951 2.124
C 0.639 2.135 0.374
C 0.433 2.890 -1.690
C 0.404 1.081 -0.531
H -2.509 -2.026 -0.539
H -1.083 -3.669 -1.205
H -2.165 -3.817 0.550
H -0.667 -1.784 1.312
H 0.510 -2.907 0.476
H -0.201 -1.252 -1.637
H 1.321 0.788 3.223
H 1.324 4.141 -0.292
H 0.596 3.460 -2.704
N -0.201 -1.190 -0.551
N 0.460 -0.147 1.495
N 1.063 2.131 1.608
N 0.709 3.232 -0.434
N 0.246 1.563 -1.789